Model w:
A cluster of 2 separate species, C5H14 in total. Source: OMol25; level of theory: ωB97M-V with the def2-TZVPD basis set.

```
! wB97M-V def2-TZVPD RIJCOSX def2/J DEFGRID3
* xyz 1 2
C -1.64 -1.33 0.25
C -1.80 -0.18 1.18
C -0.36 -1.53 -0.51
H -1.48 -2.23 0.97
H -2.51 -1.56 -0.36
H -2.34 0.60 0.62
H 0.53 -1.41 0.10
H -0.35 -2.43 -1.14
H -0.44 -0.69 -1.25
H -2.36 -0.35 2.11
H -0.81 0.18 1.49
C 2.25 0.92 -0.68
C 1.15 1.86 -0.22
H 2.09 0.52 -1.68
H 3.26 1.33 -0.57
H 2.33 0.05 -0.01
H 0.21 1.29 -0.06
H 0.87 2.58 -0.98
H 1.40 2.38 0.71
*
```

The calculation puts the frontier orbital gap (alpha / beta) at 11.94 / 4.68 eV. As for the lowest unoccupied orbital energy (alpha / beta): -3.25 / -10.45 eV.

***

Model x:
A cluster of 2 separate species, C5H14 in total. Source: OMol25; level of theory: ωB97M-V with the def2-TZVPD basis set.

```
! wB97M-V def2-TZVPD RIJCOSX def2/J DEFGRID3
* xyz 1 2
C 1.47 1.76 -1.12
C 1.52 0.34 -1.44
H 0.50 2.02 -0.62
H 2.30 2.13 -0.50
H 1.70 2.30 -1.97
H 0.63 0.06 -1.77
H 1.76 -0.41 -0.60
H 2.33 0.19 -2.22
C -1.52 -0.33 0.65
C -0.65 -0.09 2.03
C -1.23 -1.87 0.04
H -2.66 -0.38 0.88
H -1.44 0.45 -0.13
H 0.36 0.25 1.68
H -0.46 -1.90 -0.68
H -1.08 -2.35 1.06
H -0.26 -0.95 2.53
H -0.96 0.74 2.72
H -2.32 -1.96 -0.54
*
```

The calculation puts the frontier orbital gap (alpha / beta) at 11.56 / 4.06 eV. As for the lowest unoccupied orbital energy (alpha / beta): -3.30 / -10.77 eV.

***

Calculated relative energies: model w 0.0000; model x 0.0745, given in hartree

***

Model w:
A cluster of 7 separate species, H14O6S2 in total. Source: OMol25; level of theory: ωB97M-V with the def2-TZVPD basis set.

```
! wB97M-V def2-TZVPD RIJCOSX def2/J DEFGRID3
* xyz 0 1
S -0.60 3.42 2.12
S -2.57 2.87 1.76
H 0.05 2.40 1.52
H -2.61 2.06 2.83
H -1.35 -0.86 -0.57
H -0.81 -0.31 -1.85
O -0.66 -1.05 -1.23
H -0.32 -3.08 -0.40
H -0.42 -3.82 0.89
O 0.22 -3.33 0.36
H 3.34 1.73 -0.99
H 2.32 0.78 -0.43
O 2.45 1.38 -1.18
H 1.33 -1.50 0.79
H 0.69 -0.38 0.03
O 1.44 -0.56 0.60
H 1.05 -0.14 -3.24
H 1.18 1.34 -3.25
O 0.56 0.65 -3.51
H -2.22 0.12 1.83
H -1.07 -0.93 1.93
O -2.02 -0.80 2.01
*
```

The calculation puts the frontier orbital gap at 10.02 eV. Its SMILES is SS.O.O.O.O.O.O. As for the lowest unoccupied orbital energy: 0.09 eV.

***

Model x:
A cluster of 7 separate species, H14O6S2 in total. Source: OMol25; level of theory: ωB97M-V with the def2-TZVPD basis set.

```
! wB97M-V def2-TZVPD RIJCOSX def2/J DEFGRID3
* xyz 0 1
S -3.15 0.07 0.34
S -2.68 -1.72 -0.58
H -2.55 0.84 -0.59
H -3.44 -2.44 0.25
H 3.36 1.76 -2.30
H 3.86 2.53 -3.57
O 3.24 1.87 -3.25
H 2.64 1.06 1.09
H 4.10 0.71 1.06
O 3.28 0.58 0.56
H 3.88 -0.14 4.45
H 5.18 -0.18 3.65
O 4.55 0.43 4.05
H -0.55 0.23 4.41
H -0.12 1.66 4.80
O -0.53 1.14 4.10
H 0.38 2.52 -1.56
H 1.44 3.01 -2.53
O 0.48 2.90 -2.45
H -1.20 -3.31 -3.32
H -0.74 -4.13 -2.14
O -1.32 -4.18 -2.91
*
```

The calculation puts the frontier orbital gap at 8.51 eV. Its SMILES is SS.O.O.O.O.O.O. As for the lowest unoccupied orbital energy: 0.13 eV.

***

Calculated relative energies: model w 0.0000; model x 0.0441, given in hartree

***

Model w:
A cluster of 2 separate species, C3H10O2S in total. Source: OMol25; level of theory: ωB97M-V with the def2-TZVPD basis set.

```
! wB97M-V def2-TZVPD RIJCOSX def2/J DEFGRID3
* xyz 0 1
C -1.37 0.28 0.23
O -2.05 -0.19 1.42
C 0.13 -0.07 0.21
C 0.98 1.13 -0.23
S 1.54 0.86 -1.94
H -1.94 -0.19 -0.54
H -1.54 1.36 0.22
H -1.60 0.16 2.19
H 0.37 -0.22 1.27
H 0.34 -0.99 -0.29
H 1.87 1.29 0.38
H 0.53 2.11 -0.04
H 0.91 1.78 -2.69
H -1.34 -2.12 1.65
H -0.09 -3.05 2.21
O -0.43 -2.40 1.59
*
```

The calculation puts the frontier orbital gap at 9.75 eV. Its SMILES is OCCCS.O. As for the lowest unoccupied orbital energy: 0.80 eV.

***

Model x:
A cluster of 2 separate species, C3H10O2S in total. Source: OMol25; level of theory: ωB97M-V with the def2-TZVPD basis set.

```
! wB97M-V def2-TZVPD RIJCOSX def2/J DEFGRID3
* xyz 0 1
O -2.39 0.33 -0.10
S -0.46 0.81 1.78
C -2.13 -1.05 -0.23
C 1.03 0.01 1.15
C -1.19 1.08 0.12
H -2.99 -1.62 -0.62
H -1.88 -1.43 0.78
H -1.27 -1.21 -0.89
H 1.63 -0.29 2.03
H 1.67 0.60 0.48
H 0.70 -0.90 0.62
H -0.44 0.96 -0.68
H -1.53 2.14 0.10
O 3.44 0.09 -1.66
H 3.23 0.82 -1.03
H 2.56 -0.32 -1.85
*
```

The calculation puts the frontier orbital gap at 9.64 eV. Its SMILES is COCSC.O. As for the lowest unoccupied orbital energy: 0.54 eV.

***

Model y:
A cluster of 2 separate species, C3H10O2S in total. Source: OMol25; level of theory: ωB97M-V with the def2-TZVPD basis set.

```
! wB97M-V def2-TZVPD RIJCOSX def2/J DEFGRID3
* xyz 0 1
C -0.22 -0.54 1.65
O -0.82 -1.85 1.68
C 0.57 -0.32 0.39
C 1.03 1.11 0.20
S 1.85 1.38 -1.39
H -1.04 0.15 1.69
H 0.38 -0.48 2.56
H -0.28 -2.45 1.16
H 1.43 -1.00 0.36
H 0.00 -0.61 -0.49
H 1.78 1.39 0.92
H 0.23 1.85 0.31
H 1.02 0.64 -2.13
H -3.12 -1.21 -0.06
H -4.38 -0.60 -0.63
O -3.47 -0.79 -0.87
*
```

The calculation puts the frontier orbital gap at 9.94 eV. Its SMILES is OCCCS.O. As for the lowest unoccupied orbital energy: 0.79 eV.

***

Calculated relative energies: model w 0.0196; model x 0.0245; model y 0.0000, given in hartree

***

Model w:
A structure of composition C54H69AsBMgN7P2S4. Source: OMol25; level of theory: ωB97M-V with the def2-TZVPD basis set.

```
! wB97M-V def2-TZVPD RIJCOSX def2/J DEFGRID3
* xyz 2 1
Mg 0.58 1.69 -0.27
C 1.09 -0.55 4.69
C 0.42 -1.34 3.61
C -0.60 -2.19 3.87
C -1.20 -2.96 2.83
N -0.77 -2.86 1.61
N 0.25 -2.01 1.34
B 0.68 -2.18 -0.11
N 1.87 -1.47 -0.77
N 2.11 -2.73 -0.38
C 3.25 -3.34 -0.48
C 4.26 -2.58 -1.15
C 4.04 -1.31 -1.59
C 5.14 -0.52 -2.24
C 2.75 -0.67 -1.36
S 2.44 0.93 -1.78
C 3.47 -4.70 0.12
C 3.82 -5.68 -1.02
C 2.21 -5.17 0.86
C 4.64 -4.60 1.11
N -0.39 -2.63 -1.08
N -0.49 -3.97 -1.24
C -1.34 -4.40 -2.13
C -2.07 -3.48 -2.94
C -1.99 -2.15 -2.74
C -2.69 -1.16 -3.62
C -1.15 -1.70 -1.67
S -1.18 -0.06 -1.22
C -1.53 -5.90 -2.32
C -0.83 -6.70 -1.23
C -0.96 -6.29 -3.70
C -3.04 -6.21 -2.28
C 0.88 -1.22 2.25
S 2.08 -0.13 1.78
C -2.30 -3.99 3.08
C -1.63 -5.38 3.10
C -2.99 -3.75 4.42
C -3.34 -3.94 1.96
H 0.59 -0.72 5.65
H 1.08 0.51 4.47
H 2.14 -0.85 4.78
H -0.97 -2.29 4.88
H 5.24 -3.03 -1.28
H 6.01 -1.14 -2.43
H 5.42 0.31 -1.58
H 4.80 -0.07 -3.17
H 2.99 -5.78 -1.73
H 4.01 -6.67 -0.59
H 4.71 -5.38 -1.56
H 1.33 -5.17 0.21
H 1.99 -4.52 1.72
H 2.37 -6.18 1.23
H 5.59 -4.39 0.61
H 4.74 -5.55 1.64
H 4.46 -3.81 1.85
H -2.67 -3.87 -3.76
H -3.43 -1.66 -4.25
H -1.96 -0.66 -4.26
H -3.18 -0.39 -3.04
H 0.23 -6.43 -1.14
H -0.89 -7.76 -1.48
H -1.31 -6.55 -0.26
H 0.12 -6.14 -3.73
H -1.41 -5.72 -4.51
H -1.16 -7.35 -3.89
H -3.50 -5.80 -1.37
H -3.18 -7.29 -2.27
H -3.57 -5.82 -3.15
H -0.90 -5.44 3.92
H -1.10 -5.56 2.16
H -2.38 -6.16 3.25
H -2.32 -3.89 5.27
H -3.81 -4.46 4.54
H -3.42 -2.74 4.48
H -2.87 -4.06 0.98
H -3.88 -2.99 1.97
H -4.07 -4.75 2.09
N 0.87 4.58 1.13
P 1.28 3.10 1.93
C 2.57 3.64 3.07
C 3.39 2.68 3.68
C 4.38 3.08 4.57
C 4.58 4.43 4.84
C 3.77 5.38 4.23
C 2.77 4.99 3.36
C -0.19 2.83 2.98
C -1.11 1.85 2.62
C -2.30 1.69 3.32
C -2.57 2.51 4.40
C -1.66 3.50 4.78
C -0.48 3.66 4.07
P -0.03 4.22 -0.30
C -1.76 4.33 0.22
C -2.64 3.31 -0.14
C -3.97 3.35 0.27
C -4.41 4.41 1.06
C -3.53 5.43 1.42
C -2.22 5.40 0.99
C 0.23 5.72 -1.30
C -0.83 6.20 -2.08
C -0.65 7.33 -2.86
C 0.58 7.98 -2.90
C 1.63 7.50 -2.14
C 1.46 6.37 -1.35
H 1.63 5.23 1.00
H 3.25 1.63 3.47
H 5.01 2.33 5.04
H 5.35 4.73 5.53
H 3.91 6.43 4.45
H 2.13 5.75 2.92
H -0.90 1.18 1.79
H -3.01 0.93 3.01
H -3.50 2.39 4.95
H -1.88 4.14 5.62
H 0.22 4.43 4.36
H -2.31 2.51 -0.79
H -4.65 2.56 -0.02
H -5.44 4.44 1.39
H -3.89 6.26 2.02
H -1.53 6.19 1.28
H -1.79 5.71 -2.04
H -1.48 7.71 -3.45
H 0.71 8.86 -3.51
H 2.59 8.00 -2.16
H 2.32 6.00 -0.79
C 0.07 4.80 -5.92
As -1.07 3.47 -5.15
C -2.84 4.21 -5.22
C -1.08 2.00 -6.38
S -0.47 2.90 -3.23
H -0.40 5.21 -6.81
H 1.02 4.35 -6.18
H 0.23 5.58 -5.18
H -3.07 4.50 -6.24
H -2.87 5.08 -4.57
H -3.54 3.46 -4.86
H -1.15 2.36 -7.41
H -1.92 1.36 -6.15
H -0.15 1.45 -6.24
*
```

The calculation puts the frontier orbital gap at 7.12 eV. As for the lowest unoccupied orbital energy: -4.97 eV.

***

Model x:
A structure of composition C54H69AsBMgN7P2S4. Source: OMol25; level of theory: ωB97M-V with the def2-TZVPD basis set.

```
! wB97M-V def2-TZVPD RIJCOSX def2/J DEFGRID3
* xyz 2 1
Mg -0.89 0.67 -1.60
C -1.36 2.78 2.86
C -0.26 1.78 2.71
C 0.21 1.07 3.77
C 1.23 0.10 3.60
N 1.74 -0.11 2.42
N 1.29 0.60 1.37
B 2.15 0.19 0.18
N 2.42 -1.30 0.04
N 3.49 -1.72 0.78
C 3.77 -2.99 0.78
C 2.99 -3.91 0.02
C 1.95 -3.50 -0.73
C 1.11 -4.45 -1.53
C 1.65 -2.09 -0.73
S 0.40 -1.51 -1.72
C 4.94 -3.51 1.60
C 5.61 -2.40 2.41
C 5.96 -4.13 0.64
C 4.42 -4.58 2.57
N 2.35 1.05 -1.05
N 3.37 1.13 -0.17
C 4.44 1.83 -0.36
C 4.51 2.48 -1.63
C 3.51 2.41 -2.55
C 3.60 3.11 -3.86
C 2.30 1.66 -2.24
S 0.96 1.64 -3.23
C 5.51 1.92 0.70
C 4.97 1.42 2.04
C 5.96 3.39 0.85
C 6.70 1.07 0.23
C 0.31 1.51 1.42
S -0.24 2.38 0.05
C 1.84 -0.70 4.74
C 0.91 -0.72 5.96
C 2.13 -2.14 4.29
C 3.16 -0.01 5.12
H -1.72 2.80 3.88
H -2.18 2.55 2.18
H -1.01 3.78 2.59
H -0.20 1.23 4.75
H 3.24 -4.96 0.05
H 1.47 -5.47 -1.39
H 1.15 -4.20 -2.59
H 0.06 -4.38 -1.24
H 6.04 -1.64 1.76
H 6.41 -2.84 3.01
H 4.90 -1.91 3.08
H 6.27 -3.40 -0.13
H 5.57 -5.01 0.13
H 6.85 -4.43 1.19
H 3.68 -4.18 3.26
H 5.25 -4.97 3.16
H 3.97 -5.43 2.04
H 5.40 3.07 -1.85
H 4.57 3.58 -3.99
H 2.82 3.86 -3.94
H 3.43 2.40 -4.67
H 4.17 2.07 2.41
H 5.78 1.43 2.78
H 4.58 0.40 1.97
H 5.12 4.04 1.09
H 6.45 3.77 -0.04
H 6.68 3.45 1.67
H 6.42 0.02 0.14
H 7.51 1.15 0.95
H 7.08 1.41 -0.74
H -0.09 -1.08 5.70
H 0.81 0.26 6.43
H 1.32 -1.39 6.71
H 1.21 -2.72 4.21
H 2.77 -2.63 5.03
H 2.63 -2.15 3.33
H 3.01 1.05 5.35
H 3.88 -0.09 4.31
H 3.59 -0.49 6.01
N -3.59 0.86 -3.34
P -3.25 -0.34 -2.20
C -4.65 -0.32 -1.04
C -4.61 0.56 0.04
C -5.73 0.72 0.85
C -6.88 -0.01 0.59
C -6.92 -0.91 -0.47
C -5.80 -1.06 -1.28
C -3.36 -1.92 -3.05
C -3.24 -3.08 -2.28
C -3.27 -4.32 -2.90
C -3.40 -4.41 -4.29
C -3.51 -3.25 -5.05
C -3.48 -2.01 -4.43
P -2.58 2.23 -3.20
C -2.60 2.93 -4.86
C -3.07 4.22 -5.13
C -3.03 4.71 -6.43
C -2.53 3.93 -7.46
C -2.06 2.65 -7.20
C -2.09 2.15 -5.90
C -3.47 3.43 -2.17
C -2.74 4.47 -1.60
C -3.36 5.41 -0.80
C -4.73 5.31 -0.54
C -5.46 4.27 -1.10
C -4.83 3.33 -1.91
H -4.49 0.92 -3.80
H -3.71 1.13 0.23
H -5.71 1.43 1.67
H -7.75 0.11 1.22
H -7.81 -1.48 -0.66
H -5.84 -1.76 -2.11
H -3.12 -3.02 -1.21
H -3.18 -5.22 -2.31
H -3.43 -5.38 -4.77
H -3.61 -3.32 -6.12
H -3.56 -1.11 -5.03
H -3.47 4.83 -4.34
H -3.40 5.70 -6.64
H -2.51 4.31 -8.47
H -1.67 2.03 -8.00
H -1.70 1.16 -5.70
H -1.67 4.56 -1.78
H -2.79 6.23 -0.37
H -5.22 6.04 0.08
H -6.52 4.19 -0.91
H -5.42 2.53 -2.34
C -3.75 -0.23 3.33
As -2.98 -1.76 2.46
C -2.28 -2.84 3.88
C -4.44 -2.79 1.74
S -1.51 -1.29 1.03
H -4.69 -0.49 3.82
H -3.92 0.55 2.59
H -3.04 0.13 4.07
H -3.04 -3.02 4.64
H -1.43 -2.31 4.31
H -1.94 -3.78 3.46
H -5.15 -3.02 2.54
H -4.03 -3.70 1.33
H -4.93 -2.22 0.96
*
```

The calculation puts the frontier orbital gap at 7.39 eV. As for the lowest unoccupied orbital energy: -4.94 eV.

***

Calculated relative energies: model w 0.0454; model x 0.0000, given in hartree